C4H11N3O | the ωB97M-V functional and the def2-TZVPD basis

The net charge is 0. The calculation puts the energy relative to the best compared isomer or geometry (same formula, charge and spin) at 126.4 kcal/mol. For the gap between HOMO and LUMO, the calculation gives 8.4250 eV.

Geometry as XYZ:
```
19
C4H11N3O, DFT the ωB97M-V functional and the def2-TZVPD basis
C -1.047 -0.350 0.631
C -1.184 0.836 1.586
C 2.212 0.655 -1.905
C 0.562 -0.366 0.069
N -2.209 -0.424 -0.226
N 1.614 -0.980 0.427
O -0.994 -1.543 1.390
N 0.193 0.322 -0.933
H -1.832 -2.006 1.270
H -2.039 -1.054 -1.003
H -2.464 0.485 -0.590
H 2.163 -0.143 -1.066
H 1.660 -1.350 1.366
H -0.378 0.816 2.316
H -1.158 1.780 1.042
H -2.134 0.755 2.114
H 1.472 0.711 -2.695
H 3.125 0.245 -2.350
H 2.437 1.610 -1.442
```